Record 1
DFT (ωB97M-V/def2-TZVPD) results for a structure of composition C42H61BClF4MoOP3SSi.

Each line ends with the Löwdin spin population.
Element x y z (Å)
Mo -0.88890 0.49596 0.64301  1.722
C 2.30652 -4.88040 1.65857  0.000
C 2.21398 -4.11737 0.33494  0.001
C 2.83021 -4.90317 -0.81806  0.000
P 0.51347 -3.36665 0.13029  0.005
C -0.65982 -4.75052 0.56647  0.001
C -0.48069 -6.15960 -0.00923  0.000
C -2.11374 -4.31280 0.39872  0.001
C 0.36779 -3.11135 -1.69727  -0.001
C 0.18492 -4.16626 -2.59031  0.000
C 0.04149 -3.95559 -3.95330  -0.001
C 0.09606 -2.66761 -4.45582  0.000
C 0.29516 -1.60529 -3.58644  -0.002
C 0.43771 -1.79138 -2.20604  -0.005
Si 0.84625 -0.26045 -1.13293  -0.003
C 1.16678 1.13775 -2.37977  0.000
C 2.29885 1.10363 -3.20169  0.000
C 2.56858 2.11254 -4.10909  0.000
C 1.68271 3.17419 -4.23598  0.001
C 0.54959 3.22021 -3.44397  0.000
C 0.29558 2.22295 -2.49834  0.003
P -1.16720 2.23035 -1.40337  0.002
C -2.60424 1.91483 -2.53485  -0.003
C -2.64414 2.84442 -3.74718  -0.002
C -2.68593 0.46360 -3.00785  0.000
C -1.43124 3.95890 -0.76752  0.004
C -2.87026 4.07596 -0.25039  0.000
C -1.06471 5.20059 -1.58171  0.000
C 2.51959 -0.73633 -0.39969  -0.004
C 3.52958 -1.37939 -1.12226  -0.001
C 4.69807 -1.78768 -0.50152  0.000
C 4.84884 -1.61159 0.86961  0.000
C 3.84848 -0.99281 1.60214  -0.001
C 2.69793 -0.52929 0.96303  -0.002
P 1.42156 0.51449 1.75386  0.003
C 2.31683 2.15420 1.75160  0.004
C 2.25903 2.81991 0.38214  0.005
C 3.76941 2.09973 2.22458  -0.001
C 1.50663 -0.01612 3.51941  0.000
C 1.26535 -1.52956 3.67601  0.001
C 0.68227 0.81328 4.50266  0.004
H 3.34131 -5.18570 1.83191  0.000
H 1.69584 -5.78322 1.66854  0.000
H 2.00009 -4.25845 2.50191  0.000
H 2.82165 -3.22202 0.46747  0.000
H 2.31301 -5.84352 -1.01369  0.000
H 3.86889 -5.14749 -0.57782  0.000
H 2.82973 -4.32871 -1.74418  0.000
H -0.47078 -4.81394 1.64562  0.000
H -0.96834 -6.25199 -0.98092  0.000
H -0.96692 -6.88415 0.64909  0.000
H 0.55928 -6.46024 -0.11650  0.000
H -2.35533 -4.15900 -0.65722  0.000
H -2.32653 -3.39346 0.93898  0.001
H -2.77790 -5.09566 0.77144  0.000
H 0.15571 -5.17942 -2.21795  0.000
H -0.11468 -4.79748 -4.61574  0.000
H -0.01039 -2.48449 -5.51743  0.000
H 0.34549 -0.60593 -4.00011  0.000
H 2.99101 0.27453 -3.13053  0.000
H 3.45963 2.06741 -4.72236  0.000
H 1.87240 3.96329 -4.95221  0.000
H -0.14215 4.03698 -3.57688  0.000
H -3.47455 2.11336 -1.90594  0.000
H -1.82556 2.62890 -4.43554  0.000
H -2.60697 3.90081 -3.48935  0.000
H -3.57877 2.67203 -4.28464  0.000
H -1.72419 0.09834 -3.37720  0.000
H -3.39315 0.39832 -3.83654  0.000
H -3.05434 -0.19129 -2.22567  0.000
H -0.77479 3.96985 0.10301  0.002
H -3.56907 4.23315 -1.07503  0.000
H -2.93837 4.93768 0.41539  0.000
H -3.20109 3.20143 0.30790  0.000
H -1.60820 5.29626 -2.52137  0.000
H 0.00385 5.27340 -1.77931  0.000
H -1.33360 6.06826 -0.97411  0.000
H 3.38673 -1.60711 -2.17286  0.000
H 5.47292 -2.28272 -1.07351  0.000
H 5.74231 -1.96482 1.36846  0.000
H 3.98338 -0.86376 2.66786  0.000
H 1.75154 2.75662 2.46359  0.001
H 2.81917 2.24613 -0.36060  0.000
H 2.70498 3.81517 0.44123  0.000
H 1.23883 2.93484 0.01778  0.004
H 4.40354 1.55324 1.52667  0.000
H 3.88702 1.66070 3.21533  0.000
H 4.14766 3.12283 2.28040  0.000
H 2.55646 0.18258 3.75506  0.000
H 0.37544 -1.70433 4.27671  0.001
H 2.11459 -2.00350 4.17232  0.000
H 1.10669 -2.03506 2.72209  0.000
H -0.38417 0.67147 4.33855  0.001
H 0.89651 1.87989 4.43598  0.001
H 0.92408 0.48156 5.51536  0.001
O -1.73661 -1.30709 -0.44634  0.019
H -2.71022 -1.33657 -0.32999  0.001
H -1.54558 -1.54497 -1.36393  0.001
F -4.94877 0.31629 1.62508  0.001
B -4.51395 0.31337 0.33912  0.001
F -3.07354 0.77702 0.28688  0.017
F -4.40776 -0.99928 -0.17515  0.001
F -5.20055 1.15422 -0.49507  0.000
Cl -1.58808 -0.86310 2.43134  0.071
S -0.76073 2.47218 2.01000  0.100
C -2.16438 2.86869 3.01727  0.010
C -2.06648 4.08460 3.70126  0.011
C -3.10141 4.51865 4.51049  -0.002
C -4.25204 3.75086 4.64589  0.014
C -4.34786 2.54693 3.96767  -0.001
C -3.30934 2.09880 3.16091  0.013
H -1.17222 4.68654 3.59439  0.000
H -3.00922 5.46169 5.03438  0.000
H -5.06434 4.09114 5.27461  0.001
H -5.23877 1.93797 4.05137  0.000
H -3.40632 1.15423 2.65397  0.001

As for the expectation value of S²: 2.030. For the LUMO energy (alpha / beta), the calculation gives 0.09 / -0.74 eV. As for the HOMO-LUMO gap (alpha / beta): 7.254 / 6.880 eV. As for the total energy: -4377.08370 a.u. The HOMO energy (alpha / beta) comes out at -7.2 / -7.6 eV. Its spin multiplicity is 3.

***

Record 2
DFT (ωB97M-V/def2-TZVPD) results for a structure of composition C42H61BN9OPtS4Se in a non-equilibrium geometry.

Each line ends with the Mulliken charge.
Element x y z (Å)
Pt 1.84714 1.61676 -0.21663  2.169
C 3.45354 4.30946 3.85357  -1.930
C 2.06934 3.93036 3.47877  0.041
C 0.96454 4.59036 3.97377  -0.662
C -0.32546 4.26226 3.50467  0.089
N -0.47976 3.29746 2.63227  0.375
N 0.55464 2.65406 2.15057  0.070
B 0.16134 1.65086 1.02967  -2.287
N -0.22866 0.27456 1.61377  0.340
N -1.25726 0.36166 2.44107  -0.038
C -1.74136 -0.69504 3.04257  -0.250
C -1.17956 -1.96814 2.79867  -0.667
C -0.09056 -2.08644 1.97837  0.348
C 0.57704 -3.39304 1.75117  -1.887
C 0.41544 -0.89414 1.37657  1.271
S 1.84564 -0.98824 0.44357  -0.470
C -2.87426 -0.56954 4.02637  2.181
C -3.39066 0.86416 4.09717  -1.280
C -2.34366 -0.97274 5.41207  -1.783
C -4.00906 -1.52414 3.61987  -1.652
N -0.95176 2.33346 0.23177  1.028
N -2.17536 1.83926 0.25837  -1.006
C -3.19216 2.51616 -0.20413  0.113
C -3.00386 3.81056 -0.75293  -0.645
C -1.73886 4.32066 -0.87223  0.375
C -1.44166 5.64606 -1.47353  -2.059
C -0.67166 3.52966 -0.35823  1.069
S 0.91314 4.13036 -0.42673  -0.206
C -4.58166 1.94126 -0.09063  2.213
C -4.53406 0.46096 0.28157  -1.615
C -5.33616 2.10486 -1.41783  -1.952
C -5.32036 2.74026 0.99587  -1.352
C 1.82364 2.92336 2.50707  0.982
S 3.07194 2.06896 1.69547  -0.510
C -1.57556 4.98916 3.91597  2.370
C -1.37206 6.49646 3.72027  -1.733
C -1.84136 4.68466 5.39547  -1.721
C -2.75516 4.53086 3.05617  -1.463
H 3.52474 4.53786 4.91377  0.449
H 3.74354 5.21276 3.31117  0.341
H 4.16214 3.52556 3.60617  0.420
H 1.09674 5.38606 4.68647  0.595
H -1.60326 -2.83694 3.27407  0.470
H -0.00676 -4.21054 2.16907  0.445
H 1.55664 -3.39064 2.23197  0.409
H 0.74164 -3.56744 0.68897  0.121
H -2.56506 1.55266 4.25317  -0.101
H -4.08726 0.96086 4.92587  0.598
H -3.90266 1.13606 3.17917  0.034
H -1.57316 -0.28394 5.74767  0.377
H -1.93536 -1.97834 5.42027  0.364
H -3.16496 -0.93994 6.12087  0.516
H -4.24166 -1.43104 2.56197  0.252
H -4.89946 -1.28134 4.19277  0.478
H -3.75596 -2.55964 3.82717  0.440
H -3.85616 4.38846 -1.07283  0.471
H -2.34626 6.11606 -1.84593  0.428
H -0.72796 5.54706 -2.29113  0.439
H -0.97966 6.30046 -0.73263  0.427
H -4.16816 -0.12934 -0.55473  0.447
H -5.53526 0.12216 0.53137  0.488
H -3.88106 0.30056 1.13367  -0.100
H -4.74626 1.73996 -2.25583  0.399
H -5.61096 3.13816 -1.60573  0.379
H -6.25846 1.53416 -1.36933  0.495
H -4.85406 2.60866 1.96777  0.054
H -6.35076 2.40156 1.05927  0.548
H -5.33446 3.80026 0.75917  0.351
H -0.59026 6.88116 4.36737  0.414
H -2.29816 7.01076 3.95997  0.464
H -1.11406 6.71966 2.68647  0.334
H -1.01506 5.01746 6.01567  0.408
H -1.99126 3.62046 5.55707  0.266
H -2.73726 5.20856 5.71167  0.487
H -2.60446 4.82426 2.01917  0.089
H -3.66726 4.99736 3.41507  0.764
H -2.87176 3.45276 3.09577  -0.299
C -0.72366 -4.97674 -2.12103  -1.311
C 0.60914 -5.55254 -2.57383  0.831
C 0.73894 -5.62814 -4.09173  -0.676
C 0.88554 -4.26864 -4.79263  -1.182
N 2.23664 -3.76114 -4.75813  0.868
C 2.77114 -3.01614 -3.77023  -1.170
Se 1.86184 -2.48224 -2.26103  0.756
N 4.04154 -2.69084 -4.07043  0.850
C 4.92704 -1.91854 -3.22833  -0.863
C 5.24184 -2.59364 -1.88943  0.106
C 5.85364 -3.99074 -2.00163  -0.727
C 4.82654 -5.10894 -2.14653  -0.818
C 4.33744 -3.21454 -5.30553  1.166
C 5.47044 -3.11824 -6.10963  -0.962
C 5.42104 -3.74004 -7.33823  -0.795
C 4.28764 -4.45004 -7.76093  -0.738
C 3.15594 -4.54904 -6.98063  -1.039
C 3.18354 -3.91014 -5.74273  1.068
H -0.83746 -5.09024 -1.04733  0.359
H -1.53856 -5.50744 -2.60503  0.392
H -0.81376 -3.91814 -2.36633  0.279
H 0.72274 -6.55744 -2.16613  0.452
H 1.43504 -4.95744 -2.15293  -0.869
H -0.16346 -6.10004 -4.48063  0.463
H 1.58674 -6.26124 -4.36303  0.377
H 0.22664 -3.52914 -4.32813  0.418
H 0.60864 -4.36864 -5.84313  0.524
H 4.46524 -0.94184 -3.04203  0.103
H 5.85134 -1.75454 -3.78403  0.435
H 4.33034 -2.64234 -1.27963  -0.086
H 5.93914 -1.93394 -1.37163  0.492
H 6.42704 -4.17974 -1.09543  0.408
H 6.55714 -4.02414 -2.83543  0.297
H 4.03714 -4.99194 -1.40433  0.129
H 5.29994 -6.07064 -1.97163  0.490
H 4.38364 -5.13984 -3.14003  0.128
H 6.34514 -2.57464 -5.79323  0.460
H 6.26854 -3.67514 -8.00073  0.467
H 4.30324 -4.92734 -8.72733  0.457
H 2.29284 -5.09244 -7.32853  0.465
O 1.71144 -0.40714 -3.64013  -0.445
S 1.49014 1.03736 -3.41583  0.103
N 1.10854 1.35876 -2.00673  -0.487

For the LUMO energy (alpha / beta), the calculation gives -11.19 / -11.01 eV. As for the HOMO-LUMO gap (alpha / beta): 4.010 / 4.182 eV. As for the total energy: -6342.57885 a.u. The HOMO energy (alpha / beta) comes out at -15.2 / -15.2 eV. As for the total charge: +3. Its spin multiplicity is 1.